Record 1
129
Properties=species:S:1:pos:R:3:lowdin_charge:R:1 method="wB97M-V/def2-TZVPD" charge=+1 homo_lumo_gap_ev=6.885 e_tot_ev=-89908.569
C 4.376 0.116 3.641 -0.05
C 3.041 0.737 3.309 -0.21
O 2.485 0.008 2.184 -0.03
C 1.355 0.513 1.656 -0.50
O 1.238 1.646 1.278 0.13
C 0.227 -0.496 1.559 -0.07
C -0.763 -0.107 0.441 -0.16
C -1.995 0.661 0.912 -0.08
N -3.227 -0.151 0.998 0.03
C -3.287 -1.464 0.894 -0.01
N -4.568 -1.837 0.985 0.17
C -5.364 -0.732 1.152 -0.12
C -6.853 -0.821 1.252 -0.09
C -7.349 -2.233 1.566 -0.07
C -8.845 -2.385 1.796 -0.43
F -9.522 -2.208 0.635 0.13
F -9.050 -3.665 2.195 0.13
C -9.485 -1.478 2.905 -0.34
F -8.506 -1.165 3.790 0.14
F -10.423 -2.176 3.563 0.17
C -10.191 -0.188 2.380 -0.34
F -11.345 -0.561 1.804 0.18
F -9.418 0.422 1.454 0.15
C -10.545 0.870 3.469 -0.54
F -10.934 1.988 2.853 0.19
F -11.532 0.425 4.241 0.20
F -9.486 1.160 4.235 0.17
C -4.520 0.358 1.180 0.03
B -4.961 1.858 1.386 -0.56
O -4.026 2.822 1.683 0.18
N -6.368 2.178 1.234 -0.11
C -6.838 2.867 2.458 -0.06
C -6.565 3.027 0.022 -0.03
H 4.802 0.597 4.522 0.09
H 5.074 0.210 2.809 0.08
H 4.270 -0.947 3.866 0.07
H 2.345 0.666 4.150 0.13
H 3.150 1.787 3.031 0.12
H -0.269 -0.477 2.538 0.13
H 0.626 -1.501 1.418 0.13
H -0.235 0.564 -0.237 0.12
H -1.019 -0.985 -0.150 0.10
H -2.206 1.447 0.187 0.12
H -1.810 1.151 1.868 0.14
H -2.447 -2.120 0.755 0.16
H -4.864 -2.801 0.937 0.17
H -7.204 -0.084 1.968 0.11
H -7.262 -0.507 0.287 0.15
H -6.848 -2.635 2.451 0.14
H -7.139 -2.904 0.726 0.14
H -3.343 2.542 2.299 0.10
H -6.413 2.387 3.346 0.09
H -7.924 2.802 2.521 0.08
H -6.523 3.915 2.486 0.10
H -5.617 3.281 -0.463 0.07
H -7.180 2.501 -0.709 0.09
H -7.043 3.965 0.300 0.09
C -3.353 2.271 -2.211 -0.11
O -2.110 1.728 -2.603 -0.19
C -2.158 0.373 -3.035 -0.22
C -1.893 0.246 -4.517 -0.21
N -2.992 0.800 -5.291 -0.05
C -2.749 0.877 -6.729 -0.19
C -1.630 1.790 -7.215 -0.22
O -1.875 3.164 -6.997 -0.17
C -1.470 3.673 -5.744 -0.10
H -3.159 3.249 -1.771 0.10
H -4.038 2.393 -3.054 0.09
H -3.825 1.633 -1.450 0.07
H -3.126 -0.076 -2.781 0.12
H -1.375 -0.168 -2.494 0.11
H -1.787 -0.815 -4.761 0.13
H -0.931 0.734 -4.726 0.11
H -3.200 1.730 -4.948 0.07
H -3.677 1.212 -7.198 0.12
H -2.555 -0.134 -7.100 0.12
H -1.559 1.665 -8.298 0.12
H -0.653 1.511 -6.800 0.11
H -0.586 3.152 -5.363 0.09
H -2.268 3.614 -4.996 0.07
H -1.219 4.725 -5.881 0.09
C 5.677 -3.697 5.045 -0.12
O 6.467 -2.819 4.270 -0.21
C 7.806 -2.672 4.734 -0.21
C 8.789 -3.288 3.763 -0.22
N 8.661 -4.737 3.734 -0.05
C 9.436 -5.399 2.691 -0.20
C 9.086 -5.094 1.239 -0.23
O 7.809 -5.558 0.842 -0.18
C 6.733 -4.678 1.088 -0.11
H 4.653 -3.615 4.684 0.08
H 5.997 -4.740 4.949 0.08
H 5.699 -3.423 6.104 0.09
H 7.915 -3.113 5.729 0.12
H 8.014 -1.601 4.812 0.12
H 9.803 -3.027 4.078 0.13
H 8.616 -2.825 2.781 0.11
H 7.685 -4.977 3.617 0.07
H 9.330 -6.476 2.838 0.12
H 10.494 -5.162 2.844 0.12
H 9.806 -5.623 0.612 0.12
H 9.186 -4.026 1.005 0.11
H 7.046 -3.631 1.022 0.09
H 6.275 -4.846 2.068 0.07
H 5.976 -4.866 0.327 0.09
C 4.212 2.447 0.057 -0.10
O 5.397 1.975 -0.552 -0.18
C 5.314 0.638 -1.027 -0.22
C 5.296 0.585 -2.539 -0.22
N 4.048 1.124 -3.065 -0.05
C 4.017 1.292 -4.514 -0.20
C 4.980 2.294 -5.139 -0.23
O 4.711 3.638 -4.793 -0.18
C 5.311 4.099 -3.599 -0.10
H 4.442 3.403 0.526 0.10
H 3.407 2.602 -0.670 0.08
H 3.859 1.752 0.822 0.05
H 4.426 0.142 -0.620 0.12
H 6.196 0.104 -0.662 0.12
H 5.390 -0.458 -2.857 0.12
H 6.183 1.124 -2.901 0.11
H 3.871 2.020 -2.630 0.07
H 3.003 1.600 -4.786 0.11
H 4.186 0.315 -4.977 0.12
H 4.856 2.232 -6.223 0.12
H 6.027 2.050 -4.925 0.11
H 6.271 3.608 -3.415 0.09
H 4.667 3.951 -2.727 0.07
H 5.483 5.169 -3.711 0.09

---

Record 2
16
Properties=species:S:1:pos:R:3:nbo_charge:R:1 method="wB97M-V/def2-TZVPD" de_lowest_kj_mol=306.8 homo_lumo_gap_ev=9.606 e_tot_ev=-20137.655
C 1.490 -1.396 -0.119 -0.06
C 0.384 0.597 -0.210 0.07
C 0.712 1.422 0.995 -0.61
C -1.716 -0.239 -1.096 -0.43
N 1.588 -0.189 -0.370 -0.38
N -0.755 -0.315 -0.096 -0.69
O -0.266 -1.782 1.903 -0.95
S -0.375 -1.856 0.446 1.32
H 2.282 -2.163 -0.113 0.21
H 0.415 1.035 -1.171 0.22
H 1.301 0.971 1.730 0.23
H -0.146 1.806 1.464 0.22
H 1.145 2.458 0.685 0.22
H -2.763 -0.392 -0.546 0.22
H -1.818 0.909 -1.454 0.21
H -1.480 -0.866 -2.049 0.19

---

Record 3
34
Properties=species:S:1:pos:R:3:nbo_charge:R:1 method="wB97M-V/def2-TZVPD" de_lowest_kj_mol=31.8 homo_lumo_gap_ev=8.559 e_tot_ev=-85400.673
Cu 0.148 0.357 0.210 0.76
C -2.001 -2.850 0.548 -0.92
P -1.100 -1.551 -0.373 0.75
C -0.188 -2.501 -1.628 -0.94
C -2.432 -0.724 -1.329 -0.33
C -3.215 -1.440 -2.232 -0.14
C -4.188 -0.811 -2.990 -0.21
C -4.389 0.554 -2.855 -0.19
C -3.625 1.280 -1.958 -0.20
C -2.648 0.657 -1.183 -0.33
P -1.640 1.606 0.018 0.79
C -1.752 3.346 -0.508 -0.95
C -2.691 1.574 1.513 -0.93
H -2.560 -3.503 -0.124 0.23
H -2.695 -2.395 1.254 0.24
H -1.281 -3.450 1.104 0.25
H -0.831 -3.159 -2.214 0.22
H 0.574 -3.091 -1.116 0.28
H 0.333 -1.811 -2.291 0.26
H -3.056 -2.504 -2.356 0.21
H -4.781 -1.384 -3.690 0.22
H -5.141 1.055 -3.450 0.22
H -3.794 2.345 -1.869 0.21
H -1.291 3.468 -1.487 0.25
H -1.185 3.936 0.211 0.25
H -2.774 3.725 -0.534 0.23
H -3.716 1.860 1.273 0.23
H -2.293 2.258 2.263 0.25
H -2.693 0.567 1.931 0.24
F 4.080 -0.431 -0.879 -0.55
B 3.290 -0.973 0.105 1.37
F 1.991 -0.206 0.062 -0.64
F 3.793 -0.801 1.372 -0.55
F 2.928 -2.287 -0.159 -0.57

---

Record 4
45
Properties=species:S:1:pos:R:3:nbo_charge:R:1 method="wB97M-V/def2-TZVPD" de_lowest_kj_mol=219.3 homo_lumo_gap_ev=9.725 e_tot_ev=-38861.206
O -1.414 3.329 -0.227 -0.62
O -1.824 -2.291 1.356 -0.61
O -1.213 5.019 -1.697 -0.68
O -2.017 -1.855 3.540 -0.68
O 1.107 0.009 -1.321 -1.16
C -0.833 3.845 -1.146 0.81
C -1.424 -2.424 2.464 0.80
C 0.347 3.170 -1.785 -0.51
C -0.162 -3.168 2.740 -0.51
C -0.088 2.217 -2.851 -0.38
C 1.064 -2.364 2.228 -0.39
C -1.044 -1.746 -2.080 -1.12
C -1.762 0.147 0.223 -1.11
C 3.247 -0.465 0.142 -1.13
C 1.297 0.921 1.652 -1.12
C -1.034 1.165 -2.384 -0.90
C 1.014 -2.179 0.729 -0.92
Si -0.543 -0.181 -1.167 1.84
Si 1.388 -0.398 0.282 1.82
H -1.956 5.351 -1.164 0.49
H -2.804 -1.360 3.201 0.50
H 1.055 3.954 -2.132 0.23
H 0.888 2.621 -1.008 0.23
H -0.186 -4.138 2.245 0.24
H -0.095 -3.289 3.826 0.23
H -0.574 2.796 -3.655 0.20
H 0.758 1.748 -3.335 0.22
H 1.026 -1.362 2.708 0.20
H 2.055 -2.770 2.587 0.23
H -0.801 -1.653 -3.135 0.24
H -2.126 -1.700 -1.952 0.23
H -0.596 -2.638 -1.668 0.23
H -1.254 0.005 1.169 0.22
H -2.160 1.148 0.147 0.27
H -2.541 -0.587 0.180 0.27
H 3.706 0.281 0.809 0.22
H 3.578 -0.227 -0.820 0.24
H 3.617 -1.469 0.430 0.22
H 1.790 1.830 1.225 0.25
H 1.868 0.642 2.548 0.25
H 0.249 1.086 1.891 0.23
H -1.991 1.597 -2.024 0.22
H -1.369 0.642 -3.274 0.23
H 0.050 -2.415 0.332 0.26
H 1.706 -2.843 0.173 0.25

---

Record 5
18
Properties=species:S:1:pos:R:3:nbo_charge:R:1 method="wB97M-V/def2-TZVPD" de_lowest_kj_mol=470.3 homo_lumo_gap_ev=10.164 e_tot_ev=-9359.563 smiles=C1CN2C[C@@H]2[C@H]2N[C@@H]12
C -0.871 -0.763 1.052 -0.45
C -1.151 -0.843 -0.522 -0.21
N 0.088 -0.622 -1.169 -0.42
C 0.485 0.292 -2.241 -0.20
C 0.628 0.607 -0.746 -0.08
C 1.365 0.628 0.527 -0.07
N 0.837 1.209 1.700 -0.59
C 0.445 -0.269 1.492 -0.08
H -0.600 -1.880 1.268 0.23
H -1.713 -0.347 1.733 0.23
H -1.759 -1.685 -0.683 0.20
H -1.946 -0.114 -0.753 0.16
H -0.224 0.961 -2.737 0.19
H 1.317 -0.015 -2.833 0.21
H -0.350 1.246 -0.447 0.13
H 2.404 0.547 0.588 0.20
H 0.112 1.863 1.533 0.34
H 0.932 -0.816 2.239 0.20

---

Record 6
18
Properties=species:S:1:pos:R:3:nbo_charge:R:1 method="wB97M-V/def2-TZVPD" charge=-1 de_lowest_kj_mol=137.2 homo_lumo_gap_ev=7.502 e_tot_ev=-9458.607
C -0.277 -0.066 2.830 -0.77
C 1.184 0.157 2.239 0.77
O 2.059 -0.695 2.630 -0.83
O 1.269 0.991 1.379 -0.76
H -0.610 -0.988 2.175 0.21
H -0.828 0.814 2.943 0.19
H -0.215 -0.289 3.913 0.19
C -0.021 0.098 -1.152 -0.42
C 0.386 0.913 -2.374 -0.61
C -1.120 -1.026 -1.365 -0.64
H -0.362 0.762 -0.298 0.24
H 0.982 -0.361 -0.804 0.23
H 1.114 1.742 -2.181 0.22
H 0.978 0.268 -3.049 0.18
H -2.045 -0.657 -0.878 0.20
H -0.350 1.394 -2.985 0.18
H -0.890 -1.884 -0.604 0.22
H -1.254 -1.174 -2.420 0.20

---

Record 7
9
Properties=species:S:1:pos:R:3:nbo_charge:R:1 method="wB97M-V/def2-TZVPD" de_lowest_kj_mol=599.9 homo_lumo_gap_ev="8.812 / 9.713" e_tot_ev=-10757.297
C 1.400 0.002 0.025 -0.28
N -1.961 0.242 -0.023 0.60
O -1.431 0.856 -0.841 -0.26
O -2.797 0.311 0.775 -0.26
O 0.346 -0.676 -0.678 -0.16
O -0.445 -1.352 0.107 -0.22
H 1.665 -0.593 0.870 0.20
H 1.008 1.115 0.395 0.18
H 2.216 0.096 -0.631 0.20

---

Record 8
4
Properties=species:S:1:pos:R:3:nbo_charge:R:1 method="wB97M-V/def2-TZVPD" charge=-1 de_lowest_kj_mol=248.8 homo_lumo_gap_ev="7.462 / 6.655" e_tot_ev=-11651.579
N -0.327 -0.672 -0.173 0.02
O -1.449 -0.362 0.125 -0.38
I 1.241 0.137 1.468 -0.52
H 0.534 0.897 -1.419 -0.11

---

Record 9
22
Properties=species:S:1:pos:R:3:nbo_charge:R:1 method="wB97M-V/def2-TZVPD" charge=+1 de_lowest_kj_mol=127.1 homo_lumo_gap_ev=8.151 e_tot_ev=-8967.760 smiles="C=C/C=C/CCC[NH3+]"
C -1.014 3.362 1.428 -0.35
C -0.726 2.787 0.275 -0.24
C 0.347 1.768 0.096 -0.18
C 0.264 0.700 -0.704 -0.23
C 1.248 -0.448 -0.609 -0.45
C 0.778 -1.460 0.520 -0.43
C 0.322 -2.780 -0.066 -0.22
N -0.997 -2.632 -0.834 -0.68
H -1.768 4.092 1.684 0.22
H -0.530 3.085 2.364 0.19
H -1.151 3.157 -0.652 0.21
H 1.124 1.851 0.846 0.20
H -0.450 0.699 -1.511 0.20
H 1.503 -0.910 -1.559 0.21
H 2.119 0.029 -0.147 0.24
H 1.677 -1.728 1.067 0.25
H 0.121 -0.921 1.197 0.24
H 1.046 -3.201 -0.757 0.23
H 0.198 -3.472 0.764 0.24
H -1.592 -1.910 -0.437 0.46
H -1.440 -3.543 -0.742 0.44
H -0.833 -2.595 -1.829 0.45

---

Record 10
178
Properties=species:S:1:pos:R:3:lowdin_charge:R:1 method="wB97M-V/def2-TZVPD" homo_lumo_gap_ev=7.473 e_tot_ev=-135279.329
C 2.477 5.520 3.661 0.00
C 1.388 6.159 2.801 -0.30
C 1.449 6.048 1.281 -0.04
O 0.043 5.767 0.881 0.09
C -0.601 5.417 1.963 -0.60
O -1.688 4.965 1.844 0.14
O 0.092 5.600 3.127 0.07
H 3.477 5.994 3.535 0.10
H 2.383 4.465 3.419 0.06
H 2.253 5.715 4.709 0.08
H 1.183 7.203 3.080 0.15
H 2.055 5.240 0.890 0.12
H 1.811 7.005 0.888 0.13
C 2.021 -1.593 3.274 0.02
C 2.695 -0.265 2.763 -0.24
C 2.780 -0.128 1.226 -0.04
O 2.419 1.278 1.041 0.01
C 1.806 1.748 2.193 -0.51
O 1.241 2.818 2.279 0.11
O 1.907 0.856 3.207 0.08
H 2.214 -1.848 4.326 0.09
H 2.288 -2.402 2.614 0.07
H 0.961 -1.528 3.224 0.06
H 3.600 -0.056 3.262 0.13
H 2.081 -0.750 0.665 0.11
H 3.865 -0.203 0.921 0.16
C -5.555 0.047 0.104 -0.01
C -4.157 -0.469 -0.110 -0.27
C -4.102 -1.924 -0.559 -0.06
O -3.289 -1.918 -1.728 0.09
C -3.085 -0.675 -2.126 -0.59
O -2.510 -0.330 -3.100 0.16
O -3.597 0.227 -1.277 0.06
H -6.076 -0.600 0.798 0.06
H -6.063 -0.061 -0.913 0.12
H -5.656 1.120 0.477 0.11
H -3.462 -0.180 0.674 0.13
H -5.080 -2.356 -0.849 0.15
H -3.657 -2.583 0.194 0.12
C -3.362 3.435 -1.459 0.00
C -3.069 3.923 -2.866 -0.28
C -1.592 3.821 -3.143 -0.15
O -1.445 3.287 -4.393 0.06
C -2.651 2.936 -4.894 -0.56
O -2.834 2.446 -5.941 0.19
O -3.619 3.200 -3.990 0.11
H -2.902 4.199 -0.880 0.08
H -2.918 2.493 -1.194 0.06
H -4.457 3.387 -1.346 0.10
H -3.450 4.916 -2.983 0.15
H -1.047 3.162 -2.446 0.12
H -1.058 4.777 -3.030 0.13
C -0.263 -1.092 6.044 0.00
C 0.618 -1.782 6.851 -0.04
C 0.662 -3.144 6.859 -0.33
C -0.239 -3.829 6.058 -0.02
C -1.223 -3.179 5.348 -0.01
C -1.271 -1.798 5.375 -0.28
O -2.251 -1.158 4.613 -0.02
O 1.669 -3.821 7.531 0.02
H -0.166 -0.032 5.906 0.11
H 1.439 -1.281 7.317 0.12
H -0.144 -4.884 5.976 0.11
H -1.916 -3.804 4.748 0.13
H -2.691 -0.466 5.120 0.05
H 1.791 -3.477 8.454 0.13
C -0.287 0.765 0.160 0.02
C -0.833 -0.077 1.175 0.00
C -1.041 -1.427 1.016 -0.31
C -0.554 -2.013 -0.115 0.01
C -0.011 -1.163 -1.111 -0.02
C 0.044 0.185 -1.066 -0.33
O 0.377 1.035 -2.107 0.00
O -1.605 -2.189 2.064 0.01
H -0.140 1.801 0.381 0.11
H -1.325 0.342 2.087 0.13
H -0.680 -3.071 -0.376 0.12
H 0.211 -1.692 -2.004 0.11
H 0.165 0.624 -3.032 0.09
H -1.951 -1.591 2.714 0.04
C 1.914 -1.247 -5.017 0.01
C 2.565 -2.442 -5.236 -0.03
C 1.916 -3.619 -5.301 -0.40
C 0.541 -3.570 -5.234 0.00
C -0.115 -2.441 -4.833 -0.01
C 0.548 -1.260 -4.744 -0.31
O -0.096 -0.107 -4.437 0.03
O 2.514 -4.792 -5.394 0.07
H 2.443 -0.330 -4.994 0.10
H 3.698 -2.481 -5.333 0.15
H 0.068 -4.451 -5.595 0.12
H -1.119 -2.578 -4.583 0.11
H -1.056 -0.211 -4.569 0.11
H 3.442 -4.766 -5.722 0.14
C 1.975 -6.419 -0.239 -0.04
C 0.743 -5.908 -0.145 -0.04
C 0.244 -5.289 1.028 -0.28
C 1.121 -5.136 2.076 -0.02
C 2.456 -5.576 1.988 -0.02
C 2.901 -6.216 0.861 -0.32
O 4.171 -6.705 0.820 0.05
O -1.110 -4.898 0.976 0.01
H 2.154 -7.174 -1.003 0.13
H 0.017 -6.133 -0.924 0.13
H 0.845 -4.639 3.013 0.11
H 3.239 -5.485 2.747 0.13
H 4.385 -7.004 -0.067 0.10
H -1.308 -4.203 1.589 0.04
C -4.848 -2.769 3.187 0.02
C -4.666 -3.877 2.377 -0.02
C -5.720 -4.457 1.697 -0.33
C -7.016 -3.952 1.871 -0.01
C -7.173 -2.858 2.695 -0.05
C -6.144 -2.222 3.324 -0.32
O -6.320 -1.077 4.062 0.04
O -5.410 -5.405 0.770 0.06
H -3.967 -2.362 3.635 0.08
H -3.657 -4.244 2.209 0.11
H -7.828 -4.439 1.402 0.10
H -8.157 -2.455 2.613 0.11
H -7.242 -0.813 4.108 0.10
H -6.126 -5.982 0.591 0.09
C -1.604 2.549 4.086 0.03
C -1.447 2.379 5.478 -0.01
C -2.391 1.691 6.259 -0.33
C -3.557 1.271 5.614 -0.05
C -3.742 1.527 4.241 -0.02
C -2.847 2.234 3.493 -0.35
O -3.233 2.630 2.268 0.05
O -2.310 1.534 7.647 0.03
H -0.798 3.028 3.517 0.09
H -0.551 2.736 5.961 0.11
H -4.320 0.759 6.182 0.13
H -4.750 1.291 3.825 0.13
H -2.617 3.211 1.792 0.07
H -1.470 1.980 7.852 0.10
C 4.219 4.468 -1.534 0.01
C 4.013 5.893 -1.458 0.02
C 2.769 6.441 -1.653 -0.40
C 1.745 5.638 -2.039 -0.03
C 1.904 4.252 -2.041 0.00
C 3.164 3.671 -1.713 -0.32
O 3.355 2.291 -1.650 0.01
O 2.722 7.793 -1.615 0.06
H 5.195 4.048 -1.303 0.13
H 4.842 6.564 -1.312 0.12
H 0.728 6.031 -1.993 0.12
H 1.018 3.673 -2.199 0.08
H 2.524 1.932 -1.294 0.07
H 1.875 8.147 -1.807 0.09
C 3.773 -1.383 -2.250 -0.02
C 3.575 -2.721 -1.980 -0.03
C 4.555 -3.707 -2.214 -0.31
C 5.852 -3.369 -2.593 -0.01
C 6.129 -2.026 -2.841 0.00
C 5.081 -1.081 -2.671 -0.31
O 5.475 0.212 -2.740 0.03
O 4.195 -5.027 -2.139 0.03
H 2.917 -0.651 -2.024 0.14
H 2.601 -3.050 -1.624 0.11
H 6.531 -4.190 -2.669 0.11
H 7.070 -1.673 -3.182 0.10
H 4.855 0.859 -2.401 0.07
H 3.268 -5.087 -1.968 0.05
C 1.258 2.898 -6.077 -0.01
C 2.411 2.924 -5.343 0.00
C 3.456 2.064 -5.782 -0.34
C 3.256 1.201 -6.844 -0.06
C 2.015 1.106 -7.457 -0.03
C 0.965 2.014 -7.198 -0.30
O -0.231 2.006 -7.803 0.05
O 4.602 2.111 -5.081 0.05
H 0.427 3.549 -5.805 0.10
H 2.540 3.510 -4.423 0.11
H 3.994 0.513 -7.195 0.11
H 1.911 0.299 -8.159 0.11
H -0.915 2.474 -7.248 0.11
H 5.285 1.471 -5.246 0.10